*1*
Entry from the Open Molecules 2025 dataset: a cluster of 2 separate species, C9H13NO2 in total (ωB97M-V with the def2-TZVPD basis set).

```
25
Properties=species:S:1:pos:R:3:lowdin_charge:R:1
C -3.1531 -0.9142 -3.0411 -0.011
C -3.2866 -1.9132 -1.9157 -0.589
O -4.3294 -2.5269 -1.7706 0.029
N -2.3278 -1.9677 -0.9446 0.146
H -2.6854 -2.1870 -0.0312 0.103
H -1.3701 -1.6780 -1.0496 0.093
H -4.1086 -0.4141 -3.1316 0.080
H -2.9263 -1.3775 -3.9946 0.078
H -2.4229 -0.1415 -2.8007 0.071
C 1.1015 1.9165 3.3065 -0.055
C 1.9761 0.0629 -0.4072 -0.329
C 1.8607 -0.7274 0.7255 -0.027
C 2.0239 1.4359 -0.3429 -0.010
C 1.7110 -0.1378 1.9788 -0.035
C 1.9001 2.0167 0.9273 -0.043
C 1.5671 1.2502 2.0370 -0.287
O 1.8490 -0.6382 -1.6302 -0.013
H 2.7337 -1.0173 -1.7986 0.109
H 1.8501 -1.7926 0.5298 0.116
H 2.0698 2.0687 -1.2180 0.116
H 1.3244 -0.7455 2.7899 0.111
H 1.8201 3.0932 0.9494 0.111
H 0.9835 1.2445 4.1446 0.069
H 0.0984 2.3245 3.1325 0.085
H 1.7408 2.7659 3.5552 0.080
```

Properties
**E_LUMO**: 0.022 Ha
**Structure (SMILES)**: Cc1ccc(O)cc1.CC(N)=O
**Total charge**: 0
**E_HOMO**: -9.093 eV
**Kohn-Sham gap**: 9.70 eV


*2*
Entry from the Open Molecules 2025 dataset: a cluster of 2 separate species, C9H13NO2 in total (ωB97M-V with the def2-TZVPD basis set).

```
25
Properties=species:S:1:pos:R:3:lowdin_charge:R:1
C -0.0430 2.2811 0.4178 0.005
C 0.7348 2.1376 1.6994 -0.592
O 1.5522 2.9391 2.1065 0.033
N 0.4144 1.0288 2.4296 0.162
H 0.7497 0.9961 3.3818 0.113
H -0.1806 0.3238 2.0360 0.059
H -0.9925 2.7862 0.6134 0.091
H -0.2780 1.2869 0.0534 0.044
H 0.4960 2.8327 -0.3506 0.087
C 1.1644 -0.4618 -3.2206 -0.054
C 0.3058 -1.5445 0.3199 -0.036
C -1.0704 -1.4473 0.3184 -0.352
C 1.0261 -1.2899 -0.8529 -0.034
C 0.3635 -0.8662 -2.0031 -0.287
C -1.7297 -1.0151 -0.8228 -0.030
C -1.0166 -0.7545 -1.9912 -0.047
O -1.7186 -1.7268 1.4976 0.037
H 0.9522 -1.7727 1.1428 0.114
H 2.0670 -1.5837 -0.9474 0.118
H -2.8050 -0.8408 -0.7593 0.118
H -2.6686 -1.5537 1.4384 0.109
H 2.1873 -0.2717 -2.9093 0.070
H 0.7995 0.4136 -3.7596 0.079
H -1.5873 -0.3567 -2.8169 0.114
H 1.2602 -1.2556 -3.9609 0.077
```

Properties
**E_LUMO**: 0.021 Ha
**Structure (SMILES)**: Cc1ccc(O)cc1.CC(N)=O
**Total charge**: 0
**E_HOMO**: -8.865 eV
**Kohn-Sham gap**: 9.44 eV


The least stable of the structures above is *1*, whereas *2* is the most stable.